1.
16 unconnected molecules or ions with the total composition C68H178N10O28 at a distorted geometry. Source: the OMol25 dataset; level of theory: ωB97M-V/def2-TZVPD.

Summary:
- calculated total energy (Eh) = -5351.1933
- E_LUMO (eV) = 0.39

Structure (XYZ):
```
284
C68H178N10O28 ωB97M-V/def2-TZVPD
O 5.05 1.39 -0.71
O -2.94 -0.26 -5.78
O 0.87 2.80 7.06
O -3.11 -7.48 0.48
O 8.89 -0.37 1.74
O -6.06 1.16 5.87
O -1.90 4.15 0.40
O 2.92 -3.27 -0.52
O -0.06 0.34 -1.77
O -5.44 1.60 -0.15
O 2.32 -0.22 7.03
O -7.28 2.85 -5.16
O 7.38 7.10 -3.14
O 0.48 -2.87 -4.20
O 5.53 -3.15 4.23
O 4.40 -0.64 2.95
O -0.66 -0.16 4.66
O -5.21 -0.91 -1.20
O 4.02 -2.09 -6.95
O 1.97 4.73 3.23
O -7.31 -2.14 -5.05
O -4.31 4.18 3.55
O -3.56 -0.69 1.18
O -7.74 -1.59 5.81
O 0.36 -5.74 -7.43
O 2.56 3.50 -2.58
O -3.19 0.39 5.64
O -1.97 -5.57 4.10
N -4.55 -2.51 -4.86
N 6.96 0.53 3.48
N -1.60 2.75 5.58
N 1.35 -3.00 -6.85
N -5.14 1.62 -3.16
N 0.78 3.07 1.12
N 5.64 5.29 -1.71
N 4.68 -1.25 -1.59
N -2.28 -4.99 1.36
N -0.83 0.27 0.99
C -0.64 0.06 -3.01
C -2.67 3.66 5.26
C 4.60 -4.26 4.38
C -2.04 -4.24 3.73
C -4.36 5.51 3.76
C 0.28 -4.00 -3.34
C -4.95 2.04 1.10
C -3.95 -8.33 -0.21
C -6.17 1.90 -5.37
C -7.48 -2.04 4.51
C -2.25 -5.76 5.43
C 6.01 0.79 -1.55
C -0.33 3.20 4.99
C 2.59 -4.39 0.34
C 5.35 -1.93 -6.60
C 8.34 8.07 -3.61
C -0.85 -0.58 3.37
C -3.70 -1.87 0.29
C -5.10 -1.87 -0.18
C 5.69 2.09 0.35
C 3.03 -0.53 2.43
C 8.32 0.61 3.90
C -5.45 -2.99 -3.77
C -5.35 1.03 4.57
C 4.58 0.16 4.14
C 3.83 4.11 -2.85
C 8.72 -1.72 2.17
C -2.25 0.30 -6.89
C 2.12 2.72 -3.63
C 1.77 -1.63 -7.06
C -2.33 -1.56 -5.37
C 7.60 6.79 -1.80
C 4.00 -2.21 -2.40
C -6.79 -3.31 -4.42
C 6.17 6.60 -1.18
C 1.39 4.13 7.30
C -1.46 -5.75 0.42
C 2.18 3.09 1.54
C -0.24 -6.89 -6.87
C -6.12 2.38 -2.27
C 0.32 -0.48 0.45
C -8.54 2.31 -5.12
C -3.16 3.55 3.82
C 0.91 2.53 5.66
C -5.61 2.72 -0.94
C -2.38 -6.62 -0.43
C -0.46 -4.60 -7.27
C -0.89 3.61 -0.50
C 2.05 -0.50 8.41
C -0.68 0.58 2.39
C -0.59 -1.24 5.57
C 0.25 -3.34 -7.67
C -1.98 5.55 0.42
C -1.50 -4.18 2.31
C 0.03 -0.84 -0.97
C -5.84 0.97 -4.30
C 5.16 -0.13 -2.36
C 9.26 0.55 2.75
C -8.50 -2.40 -5.71
C 6.04 0.10 4.56
C 0.49 3.95 -0.05
C -4.16 0.02 4.62
C 3.74 -3.56 -1.66
C 4.30 5.02 -1.68
C 2.56 5.87 3.93
C 3.00 -1.40 -6.20
C 2.71 4.42 2.08
C -3.23 -2.07 -4.34
H 2.81 2.74 0.74
H -1.12 5.94 1.03
H 4.46 3.22 -2.99
H -2.90 5.89 0.87
H -0.02 -2.01 5.10
H 0.66 -3.14 -5.13
H 0.25 1.09 2.73
H -0.22 4.29 5.15
H -1.38 -3.11 1.96
H -1.94 6.04 -0.56
H 2.33 -0.42 3.28
H -4.73 0.80 -2.62
H 0.37 -7.77 -7.12
H -2.47 4.73 5.54
H 1.94 3.27 -4.53
H 5.60 -2.37 -5.58
H 2.54 5.22 1.30
H 0.35 -3.49 -2.34
H -0.44 0.87 -3.71
H -7.42 -0.70 5.87
H 0.01 -0.79 6.45
H -6.63 0.33 -3.94
H -0.94 -1.35 -1.07
H 9.35 7.67 -3.46
H -4.84 1.21 1.83
H -9.21 3.16 -5.08
H 3.26 -4.31 -2.29
H 2.18 2.41 2.46
H 1.09 4.43 8.33
H -1.44 2.66 6.58
H 1.86 2.96 5.28
H 2.42 4.23 7.07
H 0.24 3.24 1.92
H -5.36 5.83 3.58
H 0.52 -3.37 -8.72
H -3.96 5.76 4.75
H -0.18 2.98 3.93
H 2.09 -3.68 -6.92
H 3.72 4.68 -3.77
H 2.10 -1.58 8.52
H -2.27 -0.25 -7.87
H 5.80 -0.49 -3.18
H 0.42 -1.33 1.12
H 1.21 0.08 0.55
H -5.70 -1.64 0.71
H 3.74 4.40 2.34
H -7.65 -3.13 4.49
H 2.85 -1.50 1.97
H 3.51 -3.97 4.22
H -2.28 3.80 3.13
H -1.38 -5.54 6.08
H -5.57 2.77 1.55
H -2.52 -6.77 5.63
H -5.28 2.52 -5.46
H 4.13 -1.01 -0.72
H -5.63 -2.25 -2.90
H -4.98 2.02 4.29
H 6.10 0.69 5.45
H -3.50 -9.30 -0.39
H 3.61 5.94 3.96
H 6.77 0.23 -0.99
H 8.22 5.95 -1.78
H 8.57 -0.11 4.72
H -0.13 -0.82 -3.42
H 9.27 1.53 2.34
H 0.96 -0.29 8.60
H -1.34 -1.49 -4.96
H 0.81 -1.55 -1.39
H -1.43 -4.77 -7.87
H -1.89 -0.90 3.19
H 4.00 4.50 -0.75
H -5.35 1.02 6.54
H -2.48 1.02 5.26
H 8.08 8.99 -3.09
H 6.50 1.57 -2.11
H 6.22 6.75 -0.08
H 1.13 2.36 -3.27
H 2.71 0.02 9.09
H -0.72 1.17 0.54
H 9.59 -2.01 2.78
H -6.07 0.66 3.85
H -6.35 3.40 -0.51
H -1.70 -0.04 -2.95
H 2.07 6.69 3.45
H 2.85 0.28 1.61
H 6.32 1.44 0.98
H -5.11 -0.05 -0.79
H -8.85 1.75 -4.22
H -0.53 -2.57 -7.53
H -6.44 -1.76 4.24
H -8.22 -1.57 3.86
H -5.05 -3.93 -3.42
H 8.19 7.56 -1.25
H -4.34 -7.79 -1.07
H -1.20 0.55 -6.54
H -8.55 -1.66 -6.53
H -0.23 -6.76 -5.79
H -0.84 -5.11 -0.26
H 7.77 -1.88 2.69
H -4.53 -0.92 5.06
H 6.87 -0.09 2.71
H -6.50 3.30 -2.71
H 0.60 4.99 0.18
H -6.79 -4.12 -5.16
H 4.92 2.46 1.06
H 3.69 5.92 -1.73
H -6.47 1.43 -6.27
H 0.80 1.44 5.65
H -0.84 -4.52 -6.23
H -0.48 -4.69 2.34
H -0.14 -1.39 3.15
H -6.94 1.76 -2.15
H 3.31 -0.35 -6.20
H 2.58 -5.37 -0.23
H -3.35 -1.29 -3.48
H -1.44 1.30 2.73
H 2.21 5.77 4.98
H 2.72 1.78 -3.87
H -2.82 1.24 -6.99
H 3.33 -4.58 1.15
H -3.64 6.00 3.04
H -5.14 0.23 -4.75
H 4.18 1.20 3.97
H 2.04 -1.45 -8.09
H -9.28 -2.29 -5.01
H 4.70 -3.94 -1.33
H 1.14 3.56 -0.85
H -8.86 1.77 -6.02
H -2.72 -2.89 -3.82
H 8.19 8.21 -4.68
H -3.40 3.28 6.02
H 1.90 0.62 6.93
H -1.21 -7.09 -7.31
H -3.88 -0.14 3.61
H 2.98 -1.94 -2.87
H -0.74 -6.44 0.94
H -0.71 -4.40 -3.51
H -3.94 2.47 1.01
H -3.39 -2.75 0.84
H -2.96 -5.60 1.84
H -3.11 -3.86 3.67
H 0.94 4.87 6.61
H -2.65 -0.48 1.20
H -4.78 -8.52 0.42
H 4.74 -4.78 5.31
H -1.83 -7.08 -1.30
H 4.65 -2.61 -3.24
H 1.11 -4.67 -3.32
H 3.99 -0.23 4.96
H -4.67 3.32 -1.04
H 8.75 -2.34 1.19
H -1.07 3.85 -1.54
H -3.04 -5.02 5.75
H -1.48 -3.62 4.36
H -5.43 -2.83 -0.66
H 6.31 2.91 0.02
H 4.37 0.49 -2.86
H 5.93 5.25 -2.68
H -1.55 -1.58 5.81
H 5.60 -0.84 -6.58
H -1.02 2.56 -0.45
H 1.61 -4.19 0.86
H -3.01 -1.76 -0.53
H 5.52 7.48 -1.45
H 5.04 -2.45 3.83
H -3.30 2.44 3.67
H -3.16 -5.89 -0.85
H 4.70 -5.05 3.57
H -4.98 -1.74 -5.36
H 2.94 -1.68 -5.15
H -2.33 -2.26 -6.20
H 1.01 -0.94 -6.73
H -7.33 -3.69 -3.63
H 8.44 1.55 4.44
H 10.18 0.21 3.14
H 6.23 -0.92 4.78
H -8.42 -3.43 -6.13
H 5.90 -2.46 -7.36
```

***

2.
9 unconnected molecules or ions with the total composition C68H67Cl2FN10O19 at a distorted geometry. Source: the OMol25 dataset; level of theory: ωB97M-V/def2-TZVPD.

Summary:
- calculated total energy (Eh) = -5628.0761
- SMILES string = CCOc1c([C@@H](Cl)[C@H](C)Cl)cc(CCCCCN)c2c1C(=O)N(CCF)C2=O.O=[N+]([O-])c1ccccc1.O=[N+]([O-])c1ccccc1.O=[N+]([O-])c1ccccc1.O=[N+]([O-])c1ccccc1.O=[N+]([O-])c1ccccc1.O=[N+]([O-])c1ccccc1.O=[N+]([O-])c1ccccc1.O=[N+]([O-])c1ccccc1
- E_LUMO (eV) = -0.78
- relative energy (zero: lowest compared OMol25 entry of this formula, charge and spin) (kcal per mole) = 6.38

Structure (XYZ):
```
167
C68H67Cl2FN10O19 ωB97M-V/def2-TZVPD
Cl -7.10 1.75 -1.51
Cl -5.46 3.45 -3.47
F -4.55 -5.38 -2.29
O -0.78 2.57 5.59
O 1.46 -5.42 11.26
O 1.39 -7.52 11.73
O 10.11 7.84 -0.63
O -0.93 0.47 6.02
O -8.42 -3.94 -3.48
O -2.07 -4.27 5.09
O 2.70 -1.40 -1.28
O 3.16 5.80 -1.13
O -1.26 2.46 -6.17
O -2.17 1.68 -4.39
O 4.75 5.41 -2.52
O -8.65 -1.02 -2.95
O 5.78 0.09 -5.21
O -2.30 -2.42 6.17
O 1.08 -0.16 -0.60
O 6.92 -0.20 -7.01
O -4.42 -3.99 -5.65
O 10.69 6.09 -1.74
N 0.90 -6.50 11.29
N 2.01 -0.92 -0.41
N 5.89 0.05 -6.42
N 4.34 5.72 -1.42
N -1.80 -3.08 -0.71
N -1.28 2.26 -4.98
N -1.38 1.51 5.57
N -1.69 -3.43 5.88
N -6.39 -4.31 -4.50
N 10.89 6.94 -0.89
C 2.31 -1.28 0.99
C 2.00 3.52 -2.65
C -5.87 -5.69 -2.53
C -3.25 2.67 4.47
C 13.03 5.85 -0.40
C 7.61 6.25 0.29
C -2.34 -5.54 9.72
C 7.19 6.59 1.56
C 4.79 0.28 -8.60
C -6.73 0.20 -3.72
C -3.55 -0.95 -5.37
C 2.03 -4.03 7.78
C -8.61 -1.32 -1.54
C -0.13 2.69 -4.17
C 6.68 5.95 -0.70
C 0.06 -2.70 7.44
C -0.39 -3.64 6.53
C -1.06 -5.45 10.23
C 1.84 -1.08 3.32
C -5.63 -2.15 -4.59
C 4.89 6.34 0.89
C -7.39 1.47 -3.28
C -4.52 2.64 3.93
C 14.20 5.77 0.34
C -4.92 -1.00 -4.74
C -3.02 -6.75 9.75
C 14.44 6.69 1.36
C -2.43 -1.21 -2.25
C 13.53 7.70 1.62
C 3.37 -2.13 1.24
C 3.66 0.57 -9.36
C 1.53 -0.76 2.01
C 2.00 3.74 -4.02
C -0.47 -6.58 10.77
C 1.57 -4.95 6.85
C -3.44 0.31 5.00
C -6.86 -2.13 -3.99
C 2.39 0.95 -7.35
C -1.52 -1.71 -1.13
C -5.25 1.46 3.92
C 3.51 0.66 -6.58
C -1.71 -1.16 -3.60
C -2.42 -7.87 10.30
C -7.41 -0.98 -3.54
C -6.16 -5.66 -4.00
C 0.93 2.88 -2.05
C 4.69 0.34 -7.22
C 0.92 3.33 -4.79
C 0.35 -4.76 6.22
C -6.94 2.47 -5.56
C 2.91 -1.93 3.59
C 1.27 -2.90 8.07
C -7.38 -3.53 -3.93
C 5.33 6.01 -0.38
C -2.73 1.50 5.00
C -2.48 -1.84 -4.71
C 12.13 6.86 -0.12
C -6.98 2.71 -4.06
C 5.83 6.63 1.87
C -4.72 0.30 4.46
C 12.36 7.79 0.88
C -9.69 -2.33 -1.17
C 2.47 0.91 -8.74
C -1.14 -7.79 10.81
C -5.49 0.16 -4.30
C 3.66 -2.46 2.55
C -5.33 -3.55 -5.00
C -0.15 2.46 -2.81
H -6.49 -5.01 -1.96
H -4.02 -6.81 9.34
H 3.95 -2.54 0.43
H -6.24 1.45 3.48
H -2.68 3.58 4.49
H 14.91 4.98 0.14
H -0.80 -1.74 -3.47
H -3.61 -1.11 -6.43
H -0.53 -1.82 7.67
H -10.28 -2.62 -2.03
H 0.93 2.70 -0.98
H 4.49 -3.12 2.76
H 0.92 3.50 -5.86
H -1.66 -1.09 -0.25
H -1.46 -3.74 -1.40
H -3.28 -1.87 -2.30
H -4.97 1.08 -4.42
H 5.72 0.03 -9.08
H -0.54 -4.50 10.20
H -5.92 2.49 -5.91
H 11.65 8.57 1.08
H -1.42 -0.16 -3.87
H 3.15 -2.18 4.61
H -7.43 1.54 -5.83
H 5.50 6.89 2.86
H 1.59 1.14 -9.33
H 3.84 6.37 1.12
H -0.66 -8.66 11.24
H 3.45 0.69 -5.51
H -3.20 0.06 -5.24
H 7.00 5.69 -1.69
H 2.84 3.84 -2.06
H -4.94 3.55 3.50
H -0.99 1.96 -2.34
H -3.02 -0.59 5.42
H 3.72 0.54 -10.44
H 7.91 6.82 2.33
H -2.77 -0.21 -2.00
H 2.16 -5.83 6.62
H -7.06 -6.24 -4.16
H -6.08 -6.69 -2.16
H 2.84 4.24 -4.49
H -10.33 -1.89 -0.42
H 13.72 8.41 2.41
H -7.63 -1.68 -1.27
H 1.46 1.20 -6.87
H -0.48 -1.68 -1.42
H 2.97 -4.18 8.28
H -7.44 3.27 -6.09
H -2.81 -4.66 9.29
H -9.24 -3.19 -0.72
H -8.46 1.36 -3.35
H -2.95 -8.81 10.33
H -5.33 -6.08 -4.53
H -7.73 3.46 -3.87
H -0.01 -5.48 5.50
H 1.26 -0.68 4.13
H 0.71 -0.09 1.79
H -1.80 -2.16 -5.48
H -2.79 -3.22 -0.59
H -2.90 -2.74 -4.29
H 15.35 6.61 1.94
H -5.28 -0.62 4.45
H -8.76 -0.41 -0.99
H 12.84 5.14 -1.19
H 8.65 6.22 0.05
H 1.63 -2.18 8.80
```